*one*
Entry from the OMol25 dataset: 16 unconnected molecules or ions with the total composition H33O16 (the ωB97M-V functional and the def2-TZVPD basis).

Geometry as XYZ:
```
49
H33O16 the ωB97M-V functional and the def2-TZVPD basis
O -1.1757 0.9628 0.7957
H -1.5951 0.9636 1.6457
H -1.7056 0.9513 0.0091
O -1.5449 4.8009 0.3706
H -0.7023 5.1095 0.7352
H -1.1188 4.3008 -0.3432
O 1.7661 -5.2189 -0.7419
H 1.2989 -6.0102 -1.0140
H 2.2396 -4.8448 -1.4779
O 0.7261 -1.8281 -4.0126
H 0.8884 -1.6764 -4.9549
H 2.0961 -1.5041 1.5857
O 3.2489 -0.0064 -3.2139
H 3.3004 0.6372 -3.9280
H 3.0105 -0.7941 -3.6963
O 2.9774 0.2281 -0.5352
H 2.8011 0.5024 -1.4359
H 2.7365 1.0467 -0.0155
O 1.7460 1.8165 2.4732
H 1.1063 1.7177 3.1911
H 1.5023 2.6994 2.1848
O -1.7041 -1.4222 2.3455
H -0.0276 -1.2256 -3.9342
H -1.8265 -2.1446 1.7198
O 0.6844 -0.7652 3.7510
H -0.4703 1.1640 4.0276
O 2.6093 2.7155 -0.5939
H 2.8995 3.0071 0.2814
H 1.6469 2.6016 -0.5192
O -1.8763 0.7391 -3.1249
H -2.4132 -0.0133 -2.8341
H -1.8763 0.6626 -4.0837
O 0.3823 0.5916 -1.4112
H 2.3105 -0.4613 -0.1663
H -0.4626 0.9916 -1.6523
O 1.4832 -1.0258 1.0211
H 0.8464 -0.5922 1.6054
H 0.2335 0.2350 -0.5291
O -0.8894 2.0262 3.9160
H -1.5450 2.1590 4.6006
H 1.2709 -0.6460 4.5029
O -3.8690 -3.2787 0.1370
H -3.4582 -3.9055 -0.4528
H -4.1632 -3.7912 0.8864
O -3.3512 0.0146 -1.0417
H -4.2426 0.0269 -0.6658
H -3.3707 0.8782 -1.4398
H -2.5018 -0.9159 2.1526
H 0.0794 -1.4794 3.8799
```

Calculated values
* total charge: +1
* E_HOMO: -13.526 eV
* gap between HOMO and LUMO: 11.054 eV

=====

*two*
Entry from the OMol25 dataset: a molecular structure, H33O16 (the ωB97M-V functional and the def2-TZVPD basis).

Geometry as XYZ:
```
49
H33O16 the ωB97M-V functional and the def2-TZVPD basis
O 0.9940 1.2578 -0.4959
H 0.6877 2.0603 -0.9017
H 0.8476 1.2194 0.4595
O -3.9374 -0.9317 -2.4846
H 3.6559 -1.1439 4.4548
H 4.0640 1.6658 1.3566
O 3.9737 -0.3338 4.0581
H -2.4165 1.6307 -1.9036
H 5.8549 1.7736 -1.7296
O 1.0662 -1.4868 -0.9783
H 0.4933 -1.1958 -1.6900
H 2.4054 -0.4988 1.2357
O -3.0468 1.4639 -2.8931
H -4.7901 -1.1672 -2.1004
H -3.4107 0.5519 -2.7673
O -4.3430 -2.0246 0.9237
H -4.5322 -2.1083 1.8640
H 5.6922 0.7504 -0.6634
O -1.6793 -1.1381 -0.4945
H 0.5057 2.6428 2.1593
H -0.6995 -1.2292 -0.4015
O -2.8115 -3.5882 -0.8586
H -1.2927 2.3964 -0.5591
H -1.9871 -4.0783 -0.7899
O 5.1882 1.4117 -1.1379
H 1.5694 -0.7079 -0.7143
O 3.8749 1.6882 2.2989
H 2.0071 4.7024 2.4968
H 3.6659 0.8054 2.6442
O 1.8772 3.9988 1.8590
H 2.7006 3.7787 1.4174
H -1.2163 0.2966 -5.6245
O 0.1190 -4.1531 2.6841
H 4.2478 0.3419 4.6794
H -0.9342 0.5170 -4.0940
O 1.5722 -0.6079 1.6945
H 1.4188 -1.5056 1.9840
H 0.4480 -5.0619 2.7771
O -1.6144 0.3404 -4.7496
H -0.7805 -4.4456 2.4647
H -3.7956 -2.7989 0.7132
O -2.0465 1.8424 -0.7700
H -2.6967 1.3981 -3.7796
H -2.2191 1.0396 -0.2496
O -0.2737 2.5904 1.5642
H -2.4118 -2.8494 -1.3514
H -3.8967 -1.2713 -3.3843
H -1.8431 -1.3691 0.4351
H -0.2543 3.5311 1.3425
```

Calculated values
* total charge: +1
* E_HOMO: -13.141 eV
* gap between HOMO and LUMO: 10.392 eV

=====

Referenced to the most stable arrangement, the calculated values in kcal/mol are *one* 0.0; *two* 1.9.

=====

*one*
Entry from the OMol25 dataset: 2 unconnected molecules or ions with the total composition C3H13N4 (the ωB97M-V functional and the def2-TZVPD basis).

Geometry as XYZ:
```
20
C3H13N4 the ωB97M-V functional and the def2-TZVPD basis
N 1.3871 -0.7586 1.2369
C 0.2305 -0.2612 1.8898
N -0.9773 -0.5695 1.1940
N 0.1772 0.4598 2.9700
H 2.2346 -0.6973 1.7945
H 1.3492 -1.7196 0.8965
H -1.0330 -1.5944 1.1524
H -1.7906 -0.2362 1.7133
H 1.1003 0.7993 3.1695
C -0.4857 -0.8264 -1.8570
C 0.1803 0.4952 -1.7468
N -0.4579 1.4425 -2.7059
H 0.0611 -1.5635 -1.2243
H -1.5385 -0.7735 -1.5013
H -0.4979 -1.1251 -2.8895
H 0.2084 0.9072 -0.7141
H 1.2320 0.5410 -2.1261
H -0.1525 1.1977 -3.6732
H -0.1605 2.4196 -2.5166
H -1.4664 1.3793 -2.6625
```

Calculated values
* total charge: +1
* E_HOMO: -12.350 eV
* gap between HOMO and LUMO: 8.657 eV

=====

*two*
Entry from the OMol25 dataset: 2 unconnected molecules or ions with the total composition C3H13N4 (the ωB97M-V functional and the def2-TZVPD basis).

Geometry as XYZ:
```
20
C3H13N4 the ωB97M-V functional and the def2-TZVPD basis
C 0.8967 1.2742 -0.9709
C 0.2999 -1.2769 -1.6077
C 0.1893 -0.0754 -0.6257
N 1.7798 -0.8418 0.8381
N -2.6557 0.7539 1.7363
N -0.8747 0.0028 0.2248
N -1.5702 1.0394 0.9360
H 1.3025 1.8128 -0.1144
H 1.6980 1.1829 -1.8021
H -0.0132 1.8861 -1.4074
H 0.6756 -2.1286 -1.0416
H 1.0650 -1.0834 -2.3910
H -0.6648 -1.3589 -2.1834
H 2.6894 -0.5613 0.4447
H 2.0267 -1.7758 1.2155
H -3.1452 -0.1057 1.4781
H -2.3316 0.7264 2.7045
H -1.0160 -0.9395 0.5898
H 1.6113 -0.3023 1.6193
H -1.9628 1.7710 0.3570
```

Calculated values
* total charge: +1
* E_HOMO: -13.150 eV
* gap between HOMO and LUMO: 9.482 eV

=====

*three*
Entry from the OMol25 dataset: a gas-phase ion, C3H13N4 (charge +1) (the ωB97M-V functional and the def2-TZVPD basis).

Geometry as XYZ:
```
20
C3H13N4 the ωB97M-V functional and the def2-TZVPD basis
N 1.4381 -1.1481 -1.2368
C 0.9063 0.1961 -1.2973
C -0.2870 0.3301 -0.2955
N -1.1806 1.2777 -0.8465
N -0.9302 -1.0344 -0.1822
C 0.2953 0.5816 1.3236
N -0.6249 -0.1108 2.1792
H 2.0976 -1.1281 -0.4178
H 1.8567 -1.5088 -2.1270
H 1.7427 1.0181 -1.1589
H 0.4801 0.3421 -2.3307
H -1.7760 1.7898 -0.2941
H -0.6055 1.7169 -1.4984
H -0.2844 -1.7337 -0.4933
H -1.1650 -1.0685 1.0630
H -1.7205 -1.0239 -0.8971
H 1.2396 0.1294 1.5383
H 0.2222 1.7530 1.5818
H -1.4001 0.4208 2.5082
H -0.3042 -0.7992 2.8815
```

Calculated values
* total charge: +1
* E_HOMO: -13.738 eV
* structure (SMILES): NCC(N)([NH3+])CN
* gap between HOMO and LUMO: 10.947 eV

=====

Referenced to the most stable arrangement, the calculated values in kcal/mol are *one* 0.0; *two* 70.7; *three* 20.7.

=====

*one*
Entry from the OMol25 dataset: 2 unconnected molecules or ions with the total composition C6H18N3 (the ωB97M-V functional and the def2-TZVPD basis).

Geometry as XYZ:
```
27
C6H18N3 the ωB97M-V functional and the def2-TZVPD basis
C -0.2803 1.0013 -2.8029
C 0.8255 0.0399 -3.2466
C -1.3789 0.3023 -2.0299
H -0.6730 1.5161 -3.6864
H 0.0980 1.8893 -2.3252
H 1.8208 0.4696 -3.1778
H 0.8359 -0.9064 -2.7130
H -1.9239 1.0274 -1.3984
H -1.0700 -0.4245 -1.2864
H 0.7818 -0.1729 -4.3166
H -2.1935 -0.0751 -2.6459
C 1.6422 -0.5446 1.4288
C 2.2867 -1.4818 0.4499
C -0.7760 0.1628 1.7203
N 0.1536 -0.6460 1.2757
N -0.4560 1.3761 2.0348
N -2.0420 -0.2367 1.7352
H 1.9047 -0.7676 2.4568
H 1.8657 0.5121 1.2771
H 1.9111 -1.4918 -0.5687
H 2.3587 -2.5019 0.8243
H -0.1277 -1.5539 0.9400
H 0.4943 1.6854 1.9937
H -1.1491 2.0204 2.3746
H -2.2521 -1.1588 1.4024
H -2.7472 0.4592 1.8715
H 3.3322 -1.1931 0.3431
```

Calculated values
* total charge: +1
* E_HOMO: -13.760 eV
* gap between HOMO and LUMO: 10.810 eV

=====

*two*
Entry from the OMol25 dataset: 2 unconnected molecules or ions with the total composition C6H18N3 (the ωB97M-V functional and the def2-TZVPD basis).

Geometry as XYZ:
```
27
C6H18N3 the ωB97M-V functional and the def2-TZVPD basis
C 2.1278 2.2652 0.6137
C 2.1341 0.9519 1.3584
C 0.5204 1.3129 -1.1000
N 0.9292 2.4472 -0.3661
N 1.3855 0.2217 -1.1487
N -0.6746 1.2754 -1.7662
H 2.1027 3.1794 1.4988
H 2.9956 2.4449 -0.1637
H 1.0340 0.6450 1.8001
H 2.9112 0.7448 2.2981
H 0.2056 3.1560 0.1300
H 2.2588 0.0872 -0.7659
H 1.2366 -0.7320 -1.4022
H -0.9018 2.0566 -2.3476
H -1.2498 0.4546 -1.8620
H 2.6181 0.0408 0.7385
C -2.2242 -1.7214 -0.1189
C -1.2387 -2.7478 -0.5261
C -2.0042 -1.1127 1.2501
H -2.2411 -0.8548 -0.8300
H -3.2746 -2.0945 -0.0215
H -1.5998 -3.4123 -1.3577
H -2.2306 -1.9136 1.9149
H -0.9612 -0.8420 1.2870
H -1.0794 -3.2629 0.4049
H -0.2667 -2.3548 -1.0048
H -2.5128 -0.2348 1.4870
```

Calculated values
* total charge: +1
* E_HOMO: -14.309 eV
* gap between HOMO and LUMO: 10.752 eV

=====

*three*
Entry from the OMol25 dataset: 2 unconnected molecules or ions with the total composition C6H18N3 (the ωB97M-V functional and the def2-TZVPD basis).

Geometry as XYZ:
```
27
C6H18N3 the ωB97M-V functional and the def2-TZVPD basis
C -3.4026 0.5086 0.2726
C 2.4783 -1.1759 0.1292
C 2.9426 1.3090 0.1451
C -1.0846 -1.5724 -0.2044
C -1.9319 0.5709 0.6769
C 1.8842 0.2055 -0.1397
N -1.0464 0.3832 -1.5047
N 0.7725 0.5948 0.6245
N -1.0528 -0.1308 -0.2507
H -3.5609 0.9383 -0.7119
H -3.7747 -0.5114 0.2794
H -3.9778 1.0796 0.9949
H 3.4732 -1.2442 -0.3029
H 2.5643 -1.3519 1.2009
H 1.8767 -1.9744 -0.3016
H 3.3334 1.1861 1.1511
H 2.4994 2.2960 0.0539
H 3.7500 1.2079 -0.5733
H -0.3137 -1.9929 -0.8477
H -0.9340 -1.9168 0.8164
H -2.0545 -1.9372 -0.5570
H -1.7983 0.1249 1.6621
H -1.5983 1.6092 0.7266
H 1.6183 0.3201 -1.2047
H -1.0370 1.3967 -1.5198
H -0.3628 -0.0249 -2.1301
H 0.7377 0.1018 1.5150
```

Calculated values
* total charge: +1
* E_HOMO (spin up / spin down): -13.528 / -13.511 eV
* gap between HOMO and LUMO (spin up / spin down): 9.053 / 8.360 eV

=====

Referenced to the most stable arrangement, the calculated values in kcal/mol are *one* 0.0; *two* 81.9; *three* 87.9.